The following is a quantum chemistry calculation of a 2-piece molecular cluster, C2H5N3O overall at a distorted geometry, from the OMol25 dataset.

Calculated values
- energy relative to the best compared isomer or geometry (same formula, charge and spin) (eV) = 3.214
- HOMO level (eV) = -10.066
- frontier orbital gap (eV) = 10.66

Structure (ORCA input):
```
! RIJCOSX wB97M-V def2-TZVPD def2/J DEFGRID3
* xyz 0 1
H 2.036 -1.961 -0.045
H -0.184 1.372 -0.212
C -1.270 1.394 -0.182
H -2.112 -1.461 0.271
O -1.383 -0.837 0.146
N -2.018 0.400 -0.014
C 2.071 0.023 -0.041
H -1.771 2.339 -0.305
N 2.495 1.060 -0.289
H 0.562 -1.188 0.351
N 1.575 -1.142 0.320
*
```